Record 1
DFT (wB97M-V/def2-TZVPD) results for C27H26N2O6 in the gas phase.

- SMILES: COc1ccc(NC(=O)c2cc(-c3cc(OC)c(OC)c(OC)c3)nc3ccccc23)c(OC)c1
- Frontier orbital gap: 7.6 eV

```
61
C27H26N2O6 wB97M-V/def2-TZVPD
C -7.7803 -3.0538 0.7490
O -7.5185 -1.9123 -0.0281
C -6.2696 -1.3673 0.0004
C -6.0757 -0.2386 -0.7903
C -4.8467 0.3872 -0.8281
C -3.7853 -0.1000 -0.0783
N -2.5114 0.4768 -0.0607
C -2.0502 1.5564 -0.7474
O -2.7130 2.2261 -1.5140
C -0.6041 1.8288 -0.4618
C 0.3039 0.7993 -0.4708
C 1.6732 1.0570 -0.2193
C 2.6702 -0.0174 -0.2150
C 2.4638 -1.2308 -0.8676
C 3.4410 -2.2089 -0.8353
O 3.3437 -3.4211 -1.4529
C 2.1770 -3.7104 -2.1794
C 4.6506 -2.0041 -0.1374
O 5.4951 -3.0708 -0.1741
C 6.8637 -2.9204 0.1256
C 4.8505 -0.7812 0.5222
O 6.0233 -0.6087 1.2155
C 6.2715 0.6429 1.8075
C 3.8647 0.1929 0.4639
N 2.1068 2.2683 0.0517
C 1.2474 3.2995 0.0587
C 1.7558 4.5855 0.3426
C 0.9242 5.6693 0.3549
C -0.4456 5.5186 0.0877
C -0.9723 4.2858 -0.1854
C -0.1431 3.1486 -0.2103
C -3.9764 -1.2418 0.7186
O -2.8728 -1.6631 1.4218
C -2.9918 -2.7911 2.2525
C -5.2118 -1.8682 0.7558
H -8.8252 -3.3000 0.5673
H -7.1544 -3.9006 0.4476
H -7.6384 -2.8572 1.8172
H -6.9039 0.1343 -1.3694
H -4.6962 1.2599 -1.4404
H -1.8742 0.0090 0.5703
H -0.0218 -0.2104 -0.6690
H 1.5612 -1.3930 -1.4315
H 2.3223 -4.7136 -2.5773
H 1.2880 -3.7030 -1.5391
H 2.0315 -3.0116 -3.0103
H 7.0315 -2.7484 1.1908
H 7.3223 -3.8650 -0.1676
H 7.3146 -2.1054 -0.4454
H 6.2654 1.4480 1.0666
H 5.5460 0.8678 2.5955
H 7.2653 0.5620 2.2462
H 3.9885 1.1436 0.9523
H 2.8121 4.6768 0.5425
H 1.3161 6.6531 0.5694
H -1.0856 6.3885 0.0992
H -2.0226 4.1719 -0.4025
H -3.7328 -2.6325 3.0422
H -3.2526 -3.6868 1.6797
H -2.0102 -2.9277 2.7041
H -5.3500 -2.7423 1.3694
```

=====

Record 2
DFT (wB97M-V/def2-TZVPD) results for a molecular structure, C47H51BF3N5O6P2SSeTi.

- Frontier orbital gap (spin up / spin down): 3.3 / 6.2 eV
- Spin multiplicity: 3
- Total charge: -2

```
118
C47H51BF3N5O6P2SSeTi wB97M-V/def2-TZVPD
Ti 0.6309 0.1170 -0.3412
C -3.0599 4.1894 4.3941
S -3.8834 3.0064 5.4939
C -4.8444 1.9836 4.3306
C -4.0878 0.8365 3.6698
C -3.2542 1.2913 2.4694
N -2.5955 0.1727 1.8036
P -0.8497 -0.1122 1.9613
C -0.8553 -1.8437 2.6075
C -1.9850 -2.6556 2.6395
C -1.9081 -3.9625 3.1031
C -0.7025 -4.4817 3.5513
C 0.4283 -3.6733 3.5427
C 0.3539 -2.3718 3.0731
C -0.5606 0.7144 3.5814
C -0.9848 0.1594 4.7915
C -0.7333 0.8007 5.9921
C -0.0392 2.0016 6.0132
C 0.4031 2.5540 4.8196
C 0.1510 1.9143 3.6163
P -3.1332 -0.5635 0.3295
C -4.9101 -0.8118 0.7695
C -5.8954 0.1811 0.7716
C -7.1945 -0.1024 1.1566
C -7.5618 -1.3964 1.5079
C -6.6137 -2.4092 1.4341
C -5.3107 -2.1184 1.0672
C -3.4065 0.6867 -0.9980
C -3.6194 0.0902 -2.2467
C -3.9323 0.8522 -3.3574
C -4.0331 2.2332 -3.2453
C -3.8069 2.8362 -2.0186
C -3.5045 2.0714 -0.8996
H -2.7144 5.0047 5.0269
H -3.7761 4.5673 3.6655
H -2.2074 3.7363 3.8950
H -5.2700 2.6589 3.5831
H -5.6615 1.5984 4.9421
H -4.8127 0.0959 3.3162
H -3.4379 0.3491 4.3959
H -2.5019 2.0109 2.7900
H -3.9245 1.7934 1.7713
H -2.9347 -2.2571 2.3114
H -2.7994 -4.5803 3.1223
H -0.6424 -5.5030 3.9090
H 1.3736 -4.0599 3.9054
H 1.2396 -1.7491 3.0694
H -1.5031 -0.7910 4.7891
H -1.0750 0.3572 6.9202
H 0.1754 2.4919 6.9552
H 0.9631 3.4811 4.8268
H 0.5295 2.3322 2.6930
H -5.6410 1.1868 0.4612
H -7.9331 0.6912 1.1825
H -8.5771 -1.6145 1.8155
H -6.8993 -3.4295 1.6635
H -4.5723 -2.9101 0.9983
H -3.5160 -0.9877 -2.3265
H -4.0779 0.3762 -4.3203
H -4.2739 2.8352 -4.1136
H -3.8566 3.9151 -1.9282
H -3.3097 2.5797 0.0317
F 0.0583 2.9409 -1.0561
C 0.2408 2.1520 0.0644
F -0.8344 2.5610 0.8925
F 1.3140 2.7759 0.6902
Se 3.9766 0.2904 3.7675
C 2.7282 0.1963 2.5204
N 1.8723 0.0746 1.7387
C 6.1123 -2.2077 1.3100
N 5.3153 -1.6338 0.2447
C 5.6033 -0.3045 -0.1420
C 4.5982 0.4976 -0.6234
C 3.2995 0.0023 -0.7187
O 2.2498 0.7386 -0.9781
N 3.0785 -1.3594 -0.4782
C 4.0314 -2.0720 0.0108
O 3.8658 -3.3660 0.2775
H 7.1676 -2.1866 1.0210
H 5.8064 -3.2362 1.4772
H 5.9816 -1.6389 2.2374
H 6.6234 0.0145 0.0113
H 4.7910 1.5286 -0.8876
N 1.0148 -4.1742 0.3882
C 0.3471 -4.0000 -0.9052
C -0.3842 -2.6566 -0.9829
O -1.3500 -2.5951 -1.7331
O 0.1028 -1.7450 -0.2114
H 0.9040 -5.1204 0.7266
H 0.5796 -3.5491 1.0604
H 2.9050 -3.6245 0.0954
H -0.3910 -4.7804 -1.0971
H 1.0754 -4.0057 -1.7216
C 0.5998 0.5249 -9.5119
C 0.7766 1.4301 -8.2889
C -0.2140 2.5951 -8.4245
C 2.2103 1.9865 -8.3016
C 0.5720 0.6830 -6.9697
C 0.5973 -0.7069 -6.9017
C 0.5290 -1.4002 -5.6887
C 0.4220 -0.6630 -4.5320
O 0.3468 -1.0548 -3.2428
B 0.1788 0.1151 -2.4293
O 0.2115 1.2167 -3.3372
C 0.3531 0.7332 -4.5873
C 0.4434 1.4157 -5.7798
H 0.6818 1.1209 -10.4243
H -0.3804 0.0442 -9.5023
H 1.3677 -0.2488 -9.5505
H -0.0901 3.0809 -9.3965
H -0.0564 3.3470 -7.6522
H -1.2410 2.2339 -8.3431
H 2.4126 2.5298 -9.2307
H 2.9297 1.1710 -8.2103
H 2.3627 2.6639 -7.4606
H 0.6735 -1.2937 -7.8077
H 0.5591 -2.4822 -5.6638
H 0.4158 2.4979 -5.7685
```

=====

Record 3
DFT (wB97M-V/def2-TZVPD) results for 3 unconnected molecules or ions with the total composition C45H90BN3O4S2.

- Frontier orbital gap: 8.3 eV
- Spin multiplicity: 3

```
145
C45H90BN3O4S2 wB97M-V/def2-TZVPD
C 9.3138 0.8200 1.2674
C 9.2693 2.1485 0.4941
C 8.1370 3.0716 0.9703
C 6.7570 2.6325 0.4671
C 6.5760 2.7213 -1.0490
C 5.1011 2.6739 -1.5006
C 4.7002 3.8913 -2.3483
C 3.4538 3.6854 -3.2082
C 2.1385 3.8492 -2.4296
C 1.0522 2.8792 -2.8863
C -0.3295 3.1691 -2.3007
C -0.3690 3.3040 -0.7628
C -1.5061 2.5036 -0.1176
C -1.3839 0.9861 -0.3207
C -0.9381 0.2367 0.9368
C 0.5425 0.5266 1.2874
B 1.3952 -0.6820 1.8348
C 0.7036 -1.8789 2.6157
C 0.3475 -3.1168 1.7739
C -0.5860 -4.0940 2.4878
O 0.0913 -4.9401 3.4160
C 2.9702 -0.6197 1.6039
C 3.6507 -1.9344 1.1796
C 3.7650 -2.0287 -0.3371
S 2.1566 -1.5956 -1.0836
C 2.2745 -2.5029 -2.6209
S 2.5708 -1.6693 -3.9946
N 2.0301 -3.8508 -2.5996
C 2.9277 -4.6224 -3.5064
C 3.0383 -6.0653 -3.0347
O 1.7646 -6.5206 -2.6395
C 1.4542 -5.9582 -1.3800
C 1.8401 -4.4660 -1.2748
H 8.9649 0.9397 2.2975
H 10.3391 0.4417 1.3235
H 8.7247 0.0366 0.7835
H 10.2315 2.6574 0.5952
H 9.1154 1.9172 -0.5649
H 8.3338 4.1080 0.6762
H 8.1108 3.0108 2.0653
H 5.9833 3.2416 0.9511
H 6.5880 1.5998 0.8052
H 7.0604 3.6293 -1.4283
H 7.0899 1.8735 -1.5150
H 4.4686 2.6373 -0.6050
H 4.9050 1.7675 -2.0827
H 5.5390 4.1370 -3.0122
H 4.5537 4.7660 -1.7011
H 3.4865 4.4390 -4.0041
H 3.4796 2.7050 -3.6999
H 1.7468 4.8664 -2.5665
H 2.3384 3.7411 -1.3572
H 0.9904 2.9790 -3.9799
H 1.3505 1.8380 -2.7022
H -1.0186 2.3677 -2.5902
H -0.7184 4.0798 -2.7733
H 0.5963 3.0267 -0.3228
H -0.5185 4.3577 -0.4983
H -1.5309 2.7565 0.9489
H -2.4330 2.8805 -0.5687
H -2.3312 0.5692 -0.6799
H -0.6526 0.7943 -1.1187
H -1.5717 0.5825 1.7631
H -1.1066 -0.8349 0.7916
H 1.0577 0.8662 0.3777
H 0.6250 1.3557 2.0061
H 1.3282 -2.1781 3.4686
H -0.2388 -1.4995 3.0347
H 1.2467 -3.6885 1.5028
H -0.1185 -2.8352 0.8227
H -1.1217 -4.7060 1.7471
H -1.3299 -3.5557 3.0804
H 0.8440 -5.3418 2.9666
H 3.1657 0.1350 0.8300
H 3.4192 -0.2292 2.5277
H 4.6660 -1.9878 1.5905
H 3.1188 -2.8048 1.5732
H 4.5108 -1.3272 -0.7261
H 4.0880 -3.0294 -0.6404
H 3.9203 -4.1603 -3.5523
H 2.4872 -4.6080 -4.5042
H 3.7545 -6.1512 -2.2018
H 3.4036 -6.6836 -3.8566
H 0.3740 -6.0696 -1.2650
H 1.9711 -6.5199 -0.5889
H 2.7118 -4.3302 -0.6219
H 1.0036 -3.9579 -0.7921
C -6.7160 -6.9000 -1.5923
C -5.6964 -6.0457 -2.3865
C -4.8410 -6.9056 -3.3338
C -3.6990 -7.6741 -2.6704
C -2.8607 -6.7390 -1.8042
C -3.6983 -6.0002 -0.7613
N -4.8078 -5.2702 -1.4597
O -4.4043 -4.1668 -1.9707
C -4.2135 -6.9965 0.2871
C -2.8430 -4.9832 -0.0131
C -6.5007 -5.0621 -3.2307
H -6.5117 -6.9227 -0.5284
H -7.7176 -6.4823 -1.6943
H -6.7475 -7.9299 -1.9507
H -4.4093 -6.2480 -4.0946
H -5.5067 -7.5936 -3.8593
H -4.0825 -8.5124 -2.0826
H -3.0684 -8.1111 -3.4469
H -2.0744 -7.2973 -1.2884
H -2.3606 -6.0060 -2.4456
H -4.8676 -6.4993 1.0051
H -3.3590 -7.3990 0.8328
H -4.7469 -7.8430 -0.1356
H -2.3418 -4.2967 -0.6927
H -2.0858 -5.5204 0.5615
H -3.4485 -4.3958 0.6785
H -7.0411 -4.3570 -2.5987
H -7.2250 -5.6321 -3.8158
H -5.8722 -4.4964 -3.9138
C -5.6663 6.2212 2.0678
C -4.4198 5.6174 2.7644
C -4.4708 5.8086 4.2896
C -4.1005 7.2041 4.7873
C -2.7735 7.6544 4.1837
C -2.7819 7.6049 2.6556
N -3.1571 6.2142 2.2171
O -2.1591 5.4137 2.3083
C -3.7319 8.6784 2.1073
C -1.3972 7.9217 2.1025
C -4.4411 4.1215 2.4703
H -5.4297 7.0683 1.4355
H -6.1275 5.4815 1.4135
H -6.4187 6.5407 2.7903
H -3.7846 5.0889 4.7469
H -5.4737 5.5403 4.6291
H -4.8948 7.9206 4.5610
H -4.0152 7.1800 5.8754
H -2.5309 8.6733 4.4957
H -1.9721 7.0085 4.5552
H -3.8009 8.6153 1.0202
H -3.3297 9.6597 2.3627
H -4.7356 8.6305 2.5192
H -0.6331 7.2756 2.5269
H -1.1494 8.9559 2.3461
H -1.3767 7.8072 1.0178
H -4.3174 3.9143 1.4068
H -5.4082 3.7278 2.7891
H -3.6674 3.5796 3.0106
```

=====

Record 4
DFT (wB97M-V/def2-TZVPD) results for a molecular structure, C4H6NO.

- Frontier orbital gap: 11.1 eV
- Total charge: +1

```
12
C4H6NO wB97M-V/def2-TZVPD
C 1.7355 -0.5887 -0.1808
C 0.7048 -1.0675 0.5005
C 0.9888 0.6218 -0.5960
C -1.6065 0.2076 0.0364
N -0.1970 0.1207 0.1102
O 0.4700 1.3266 0.4343
H 2.7379 -0.9183 -0.1882
H 0.4892 -1.7500 1.2885
H 0.7282 1.1947 -1.4942
H -2.0340 0.8558 -0.7555
H -2.0194 -0.7377 -0.1170
H -1.9975 0.7350 0.9619
```